Entry 1
The following is a DFT calculation (ωB97M-V with the def2-TZVPD basis set) of C4H4N2O as an isolated structure.

CARTESIAN COORDINATES (ANGSTROEM)
C: 1.948 0.048 -0.168
C: -0.568 0.443 0.180
C: -1.042 -0.935 0.528
C: 0.603 -0.351 -0.424
N: 2.884 0.648 0.131
N: -0.952 1.621 0.228
O: 0.002 -1.566 -0.203
H: -1.251 -1.185 1.733
H: -2.056 -1.097 0.064
H: 0.613 0.131 -1.923
H: -0.182 2.243 -0.146

Its charge is 0. The calculation puts the HOMO energy at -0.3803 Eh. The HOMO-LUMO gap is 10.2 eV.

Entry 2
The following is a DFT calculation (ωB97M-V with the def2-TZVPD basis set) of a 3-piece molecular cluster, C4H4N2O overall.

CARTESIAN COORDINATES (ANGSTROEM)
N: 0.039 -2.438 -0.352
C: 0.815 -1.751 0.297
C: -1.535 0.078 -1.206
N: -1.905 1.167 -1.315
C: 0.177 2.409 0.530
C: 1.023 1.822 1.155
O: 1.501 -1.005 0.868
H: 0.061 -3.444 -0.350
H: -1.343 -0.985 -1.269
H: -0.577 2.916 -0.028
H: 1.743 1.231 1.670

Its charge is 0. The calculation puts the HOMO energy at -0.3734 Eh. The structure (SMILES) is N=C=O.C#C.C#N. The HOMO-LUMO gap is 10.6 eV.

Entry 3
The following is a DFT calculation (ωB97M-V with the def2-TZVPD basis set) of a single C4H4N2O molecule.

CARTESIAN COORDINATES (ANGSTROEM)
O: 2.246 -1.396 0.186
C: 1.207 -0.819 -0.028
C: 1.086 0.660 -0.039
C: -0.127 1.217 0.016
N: -1.277 0.393 0.040
C: -1.076 -0.947 -0.269
N: 0.034 -1.566 -0.325
H: 1.998 1.248 -0.034
H: -0.295 2.292 -0.058
H: -1.774 0.386 0.920
H: -2.023 -1.467 -0.410

Its charge is 0. The calculation puts the HOMO energy at -0.3601 Eh. The structure (SMILES) is O=c1cc[nH]cn1. The HOMO-LUMO gap is 10.2 eV.

From most stable to least stable, the computed energies give entry 3, entry 2, entry 1.

Entry 1
The following is a DFT calculation (ωB97M-V with the def2-TZVPD basis set) of C3H4N2O2 as an isolated structure.

CARTESIAN COORDINATES (ANGSTROEM)
N: -1.761 -0.347 0.243
C: -0.474 0.144 0.023
C: 0.043 1.400 0.477
O: 1.403 1.212 0.398
C: 1.767 -0.090 0.089
O: 2.892 -0.492 0.055
N: 0.588 -0.742 -0.176
H: -2.182 -0.785 -0.565
H: -2.366 0.374 0.615
H: -0.445 1.060 -0.829
H: 0.535 -1.734 -0.330

Its charge is 0. The calculation puts the HOMO energy at -0.3539 Eh. The HOMO-LUMO gap is 9.9 eV.

Entry 2
The following is a DFT calculation (ωB97M-V with the def2-TZVPD basis set) of a single C3H4N2O2 molecule.

CARTESIAN COORDINATES (ANGSTROEM)
C: -0.080 0.284 -1.634
N: -0.116 -0.078 -0.227
N: -1.026 0.456 0.701
C: -0.450 0.417 1.904
O: 0.711 0.037 2.155
C: 0.737 -0.975 0.071
O: 1.541 -1.792 0.200
H: -0.901 -0.132 -2.212
H: -0.071 1.384 -1.732
H: 0.802 -0.310 -1.930
H: -1.146 0.709 2.704

Its charge is 0. The calculation puts the HOMO energy at -0.3278 Eh. The HOMO-LUMO gap is 9.3 eV.

From most stable to least stable, the computed energies give entry 1, entry 2.

Entry 1
The following is a DFT calculation (ωB97M-V with the def2-TZVPD basis set) of C25H24AsN8RhS2 as an isolated structure.

CARTESIAN COORDINATES (ANGSTROEM)
Rh: -0.322 0.274 -1.291
N: 2.275 -0.625 -1.075
N: 3.111 0.485 -1.167
C: 2.607 1.710 -1.112
N: 3.448 2.743 -1.117
S: 0.942 2.110 -0.982
H: 2.409 -1.083 -0.175
H: 2.487 -1.265 -1.832
H: 4.116 0.360 -1.154
H: 4.449 2.628 -1.145
H: 3.089 3.684 -1.091
N: 0.114 -3.705 -3.360
C: 0.007 -3.151 -2.156
N: -0.136 -1.842 -2.290
C: -0.126 -1.670 -3.647
N: 0.030 -2.776 -4.327
C: -0.283 -0.348 -4.255
C: -0.297 -0.153 -5.628
N: -0.467 1.052 -6.157
C: -0.635 2.061 -5.315
C: -0.613 1.888 -3.936
N: -0.430 0.681 -3.409
H: 0.217 -4.680 -3.605
H: 0.041 -3.714 -1.239
H: -0.169 -0.991 -6.302
H: -0.791 3.044 -5.742
H: -0.748 2.714 -3.251
S: -1.975 1.745 -0.916
C: -1.732 2.406 0.711
C: -2.300 3.632 1.044
C: -2.132 4.132 2.327
C: -1.385 3.441 3.274
C: -0.815 2.219 2.945
C: -1.008 1.707 1.670
As: -0.412 0.007 1.073
C: -1.800 -1.226 1.545
C: -1.756 -2.532 1.070
C: -2.757 -3.429 1.406
C: -3.808 -3.014 2.214
C: -3.855 -1.711 2.686
C: -2.852 -0.810 2.355
C: 1.145 -0.454 2.081
C: 2.208 0.451 2.104
C: 3.339 0.157 2.849
C: 3.410 -1.033 3.565
C: 2.348 -1.924 3.549
C: 1.207 -1.638 2.808
H: -2.863 4.190 0.307
H: -2.576 5.084 2.586
H: -1.248 3.852 4.264
H: -0.235 1.669 3.676
H: -0.932 -2.853 0.444
H: -2.722 -4.447 1.042
H: -4.593 -3.710 2.476
H: -4.675 -1.391 3.314
H: -2.897 0.206 2.725
H: 2.126 1.399 1.584
H: 4.158 0.864 2.894
H: 4.290 -1.256 4.153
H: 2.399 -2.838 4.124
H: 0.372 -2.328 2.811

Its charge is +2. The calculation puts the HOMO energy (spin up / spin down) at -0.4882 / -0.4882 Eh. The HOMO-LUMO gap (spin up / spin down) is 6.5 / 6.5 eV.

Entry 2
The following is a DFT calculation (ωB97M-V with the def2-TZVPD basis set) of C25H24AsN8RhS2 as an isolated structure.

CARTESIAN COORDINATES (ANGSTROEM)
Rh: 0.027 -0.227 -0.402
N: 0.878 -0.218 -2.606
N: 0.863 1.034 -3.231
C: 0.223 2.081 -2.691
N: 0.257 3.239 -3.336
S: -0.633 1.959 -1.239
H: 1.826 -0.587 -2.607
H: 0.277 -0.876 -3.105
H: 1.274 1.111 -4.152
H: 0.756 3.392 -4.199
H: -0.230 4.026 -2.937
N: -1.471 0.379 3.563
C: -1.786 -0.098 2.362
N: -0.769 0.130 1.554
C: 0.160 0.761 2.343
N: -0.244 0.928 3.569
C: 1.426 1.188 1.773
C: 2.183 2.249 2.260
N: 3.284 2.640 1.640
C: 3.636 1.996 0.531
C: 2.888 0.933 0.050
N: 1.781 0.531 0.676
H: -2.022 0.363 4.409
H: -2.717 -0.577 2.103
H: 1.884 2.769 3.162
H: 4.536 2.329 0.029
H: 3.207 0.363 -0.813
S: 0.806 -2.329 0.482
C: -0.550 -3.443 0.522
C: -0.411 -4.629 1.246
C: -1.392 -5.603 1.175
C: -2.515 -5.424 0.371
C: -2.684 -4.226 -0.296
C: -1.718 -3.226 -0.195
As: -1.937 -1.539 -1.068
C: -2.279 -2.103 -2.877
C: -1.371 -3.004 -3.433
C: -1.584 -3.489 -4.715
C: -2.687 -3.058 -5.442
C: -3.577 -2.145 -4.892
C: -3.375 -1.659 -3.607
C: -3.580 -0.819 -0.358
C: -3.923 0.485 -0.717
C: -5.032 1.092 -0.147
C: -5.789 0.409 0.796
C: -5.446 -0.887 1.158
C: -4.337 -1.502 0.591
H: 0.478 -4.786 1.843
H: -1.272 -6.519 1.737
H: -3.241 -6.217 0.261
H: -3.562 -4.062 -0.912
H: -0.520 -3.350 -2.853
H: -0.894 -4.205 -5.143
H: -2.856 -3.440 -6.440
H: -4.433 -1.811 -5.462
H: -4.080 -0.962 -3.170
H: -3.314 1.031 -1.427
H: -5.300 2.103 -0.425
H: -6.640 0.890 1.259
H: -6.036 -1.422 1.891
H: -4.068 -2.507 0.887

Its charge is +2. The calculation puts the HOMO energy at -0.4792 Eh. The HOMO-LUMO gap is 6.4 eV.

From most stable to least stable, the computed energies give entry 2, entry 1.

Entry 1
The following is a DFT calculation (ωB97M-V with the def2-TZVPD basis set) of a 2-piece molecular cluster, C2H10NO overall.

CARTESIAN COORDINATES (ANGSTROEM)
C: 2.478 0.313 -0.174
O: 1.134 0.677 -0.276
H: 0.941 1.457 -0.705
H: 3.118 1.083 -0.534
H: 2.561 -0.095 0.885
H: 2.857 -0.613 -0.764
C: -2.262 0.068 0.532
N: -1.339 -0.951 -0.070
H: -1.859 -1.885 0.122
H: -0.903 -0.911 -1.007
H: -0.306 -0.983 0.289
H: -2.303 1.048 0.110
H: -1.875 0.319 1.554
H: -3.225 -0.465 0.603

Its charge is +1. The calculation puts the HOMO energy at -0.5244 Eh. The HOMO-LUMO gap is 10.5 eV.

Entry 2
The following is a DFT calculation (ωB97M-V with the def2-TZVPD basis set) of a 2-piece molecular cluster, C2H10NO overall.

CARTESIAN COORDINATES (ANGSTROEM)
C: 0.225 1.482 -1.482
C: -0.832 0.631 -0.781
N: -0.618 0.618 0.695
H: 0.300 1.401 -2.570
H: 0.059 2.516 -1.194
H: 1.214 1.130 -1.158
H: -1.843 0.925 -1.144
H: -0.981 -0.349 -1.226
H: 0.367 0.682 0.959
H: -1.039 -0.189 1.152
H: -1.121 1.453 1.008
H: 0.830 -3.894 2.074
H: 2.139 -3.347 1.663
O: 1.300 -3.058 2.004

Its charge is +1. The calculation puts the HOMO energy at -0.5413 Eh. The HOMO-LUMO gap is 11.0 eV.

From most stable to least stable, the computed energies give entry 2, entry 1.

Entry 1
The following is a DFT calculation (ωB97M-V with the def2-TZVPD basis set) of a 2-piece molecular cluster, C2H10NO overall.

CARTESIAN COORDINATES (ANGSTROEM)
O: 1.078 -1.748 -1.377
H: 1.969 -1.374 -1.336
H: -1.888 -0.152 -0.921
H: 1.189 -2.699 -1.501
C: 0.497 1.124 1.102
C: -0.810 0.411 0.801
N: -0.922 0.042 -0.651
H: 1.313 0.433 1.275
H: 0.775 1.799 0.292
H: 0.361 1.700 2.007
H: -0.932 -0.522 1.347
H: -1.681 1.000 1.067
H: -0.600 0.789 -1.264
H: -0.350 -0.803 -0.842

Its charge is +1. The calculation puts the HOMO energy at -0.6101 Eh. The HOMO-LUMO gap is 13.2 eV.

Entry 2
The following is a DFT calculation (ωB97M-V with the def2-TZVPD basis set) of a 2-piece molecular cluster, C2H10NO overall.

CARTESIAN COORDINATES (ANGSTROEM)
C: -0.955 1.280 1.950
O: -1.031 -0.042 1.378
H: -1.915 -0.374 1.405
H: -0.643 1.999 1.217
H: -1.774 1.664 2.622
H: -0.025 1.200 2.493
C: 0.869 -0.783 -2.053
N: 0.643 -0.577 -0.647
H: 0.383 -1.368 -0.017
H: 1.457 -0.199 -0.310
H: -0.052 0.123 -0.628
H: 1.747 -1.383 -2.221
H: 1.117 0.021 -2.716
H: 0.179 -1.561 -2.473

Its charge is +1. The calculation puts the HOMO energy at -0.5405 Eh. The HOMO-LUMO gap is 11.1 eV.

From most stable to least stable, the computed energies give entry 1, entry 2.